56
Properties=species:S:1:pos:R:3 method="wB97M-V/def2-TZVPD" homo_lumo_gap_ev=7.14
C 6.224 5.112 1.777
H 6.555 6.012 2.183
O 5.829 5.365 0.327
C 5.327 4.516 -0.359
C 4.873 3.433 0.156
C 4.495 2.389 -0.735
C 4.393 2.678 -1.991
C 4.548 4.020 -2.675
C 5.173 4.938 -1.822
O 5.563 6.109 -2.058
C 5.532 6.425 -3.630
H 6.048 5.927 -4.273
H 5.769 7.653 -3.379
H 4.424 6.438 -3.813
H 4.375 4.280 -3.680
C 3.717 1.655 -3.019
N 2.287 1.275 -2.417
C 2.127 -0.024 -2.116
O 2.760 -0.976 -2.380
C 0.791 -0.313 -1.641
C 0.291 -1.365 -1.304
C -0.777 -1.936 -0.770
C -1.903 -1.024 -0.406
C -2.999 -1.471 0.187
C -3.547 -2.642 0.044
C -2.528 -3.709 -0.088
C -1.266 -3.141 -0.420
H -0.536 -4.018 -1.031
H -2.565 -4.716 0.063
S -4.945 -3.311 1.054
O -5.205 -4.668 0.538
O -6.036 -2.192 0.640
N -4.596 -3.153 2.609
H -4.056 -3.826 3.006
C -5.737 -2.873 3.529
C -6.616 -4.285 3.350
C -6.628 -5.225 4.115
C -7.365 -6.343 3.795
C -8.175 -5.447 2.736
O -7.498 -4.266 2.540
H -9.015 -5.768 2.309
H -7.487 -7.271 4.014
H -5.678 -5.501 4.955
H -6.274 -2.016 3.162
H -5.378 -2.577 4.371
H -4.065 -0.731 0.570
H -1.800 0.096 -0.275
H 0.957 -2.278 -1.210
H -0.040 0.640 -1.692
H 1.744 1.985 -2.492
H 3.426 2.106 -4.135
H 4.143 0.773 -3.201
H 3.934 1.302 -0.502
H 5.151 2.916 1.214
H 5.261 4.881 2.413
H 6.999 4.141 1.857

***

124
Properties=species:S:1:pos:R:3 method="wB97M-V/def2-TZVPD" homo_lumo_gap_ev=6.41 charge=-1
Li 44.582 33.684 12.106
S 45.518 35.854 14.324
O 44.461 36.840 14.486
O 46.799 36.526 13.964
O 45.712 35.174 15.567
O 45.217 34.966 13.279
C 46.151 30.762 11.861
O 45.831 32.047 12.240
H 46.188 30.109 12.734
H 47.131 30.849 11.416
H 45.306 30.395 11.042
H 46.321 32.304 13.034
C 48.294 40.249 11.627
C 47.675 41.474 11.327
C 46.646 41.956 12.208
C 46.224 41.012 13.225
C 46.845 39.806 13.463
C 47.820 39.343 12.644
O 48.328 38.167 12.668
O 46.049 43.109 12.078
H 48.994 39.849 10.858
H 47.877 42.040 10.391
H 45.328 41.430 13.829
H 46.397 39.162 14.266
H 47.818 37.406 13.109
H 46.488 43.774 11.874
C 48.299 33.285 13.623
C 48.975 32.094 13.921
C 49.671 31.419 12.911
C 49.661 31.888 11.606
C 49.058 33.113 11.327
C 48.397 33.846 12.319
O 47.699 35.079 11.873
O 50.348 30.303 13.254
H 47.976 33.838 14.402
H 49.003 31.742 15.006
H 49.971 31.481 10.698
H 48.827 33.610 10.314
H 47.205 35.380 12.567
H 50.096 29.763 14.253
C 45.131 36.341 20.017
C 45.561 35.835 18.837
C 46.369 34.613 18.836
C 46.436 33.861 20.049
C 45.977 34.389 21.280
C 45.340 35.616 21.271
O 44.924 36.204 22.412
O 46.949 34.202 17.673
H 44.438 37.119 19.908
H 45.466 36.449 17.820
H 46.798 32.907 19.905
H 46.181 33.750 22.055
H 44.404 36.941 22.238
H 46.638 34.692 17.039
C 49.689 36.582 17.596
C 49.703 37.355 18.751
C 48.819 38.423 18.856
C 47.998 38.770 17.870
C 47.978 37.962 16.650
C 48.878 37.031 16.516
O 49.084 36.620 15.219
O 48.858 39.072 20.099
H 50.210 35.861 17.359
H 50.189 37.144 19.552
H 47.299 39.591 17.891
H 47.414 38.268 15.790
H 48.006 36.478 14.777
H 48.841 38.519 20.846
C 39.524 36.756 17.144
C 40.739 36.657 16.438
C 41.016 35.544 15.721
C 40.093 34.440 15.684
C 38.872 34.596 16.341
C 38.525 35.759 17.133
O 37.397 35.886 17.798
O 42.038 35.417 14.951
H 39.152 37.475 17.627
H 41.440 37.447 16.418
H 40.226 33.504 15.105
H 38.168 33.921 16.393
H 36.725 35.265 17.960
H 42.654 36.180 15.109
C 44.545 39.475 17.985
C 44.446 38.986 16.717
C 43.566 39.628 15.778
C 42.825 40.778 16.256
C 43.064 41.351 17.577
C 43.952 40.702 18.484
O 44.284 41.339 19.609
O 43.350 39.162 14.596
H 45.189 38.776 18.579
H 45.339 38.062 16.506
H 41.975 41.151 15.685
H 42.471 42.352 17.797
H 45.103 41.641 19.559
H 43.885 38.231 14.548
C 42.576 29.956 15.420
C 43.731 30.599 14.909
C 43.946 31.887 15.483
C 43.117 32.591 16.471
C 41.909 31.865 16.811
C 41.658 30.537 16.338
O 40.628 29.870 16.809
O 44.944 32.584 15.077
H 42.140 29.062 15.050
H 44.209 30.173 14.130
H 43.252 33.499 16.985
H 41.048 32.181 17.474
H 40.656 28.815 16.852
H 45.158 33.503 15.252
C 43.338 37.843 8.539
C 42.571 37.357 9.668
C 43.061 37.401 10.938
C 44.261 38.135 11.234
C 44.935 38.782 10.197
C 44.514 38.691 8.887
O 45.236 39.149 7.760
O 42.435 36.759 11.950
H 42.890 37.593 7.662
H 41.589 36.652 9.458
H 44.591 38.187 12.115
H 45.911 39.299 10.288
H 45.338 40.055 7.842
H 43.056 36.654 12.728

***

15
Properties=species:S:1:pos:R:3 method="wB97M-V/def2-TZVPD" s2=0.753 homo_lumo_gap_ev="9.38 / 5.70" spin_multiplicity=2 charge=+1
C -1.407 -1.665 -0.539
C -2.352 -0.576 -0.041
H -1.925 -2.600 -0.718
H -0.624 -1.787 0.214
H -0.969 -1.346 -1.485
H -2.813 -0.797 0.913
H -1.828 0.378 0.067
H -3.165 -0.416 -0.750
C 0.925 1.999 0.377
C 1.327 0.674 0.595
O 1.819 -0.124 -0.295
H 0.674 2.635 1.220
H 0.937 2.474 -0.596
H 1.413 0.324 1.628
H 2.801 -0.101 -0.315

***

66
Properties=species:S:1:pos:R:3 method="wB97M-V/def2-TZVPD" homo_lumo_gap_ev=6.16
C 4.593 -1.844 1.121
C 3.239 -1.439 1.448
C 2.673 -1.400 2.695
C 1.350 -0.961 2.538
C 1.112 -0.864 1.192
B 1.007 1.346 0.518
C 0.708 1.040 -1.016
C -0.619 1.003 -1.483
C -0.911 0.653 -2.794
C 0.150 0.415 -3.647
C -0.108 -0.020 -5.062
F 0.798 0.453 -5.952
F -0.058 -1.378 -5.165
F -1.370 0.356 -5.446
C 1.484 0.579 -3.245
C 1.775 0.946 -1.913
O -0.001 1.732 1.405
C 0.260 3.121 1.623
C -0.594 3.952 0.662
C -0.137 3.513 3.040
C 1.843 3.216 1.325
C 2.174 4.420 0.443
C 2.706 3.207 2.594
O 2.215 1.992 0.683
O 2.386 -1.009 0.489
H 4.937 -2.579 1.848
H 4.868 -2.210 0.131
H 5.184 -0.958 1.333
H 3.163 -1.751 3.596
H 0.621 -0.747 3.293
H -1.449 1.189 -0.777
H -1.967 0.460 -3.108
H 2.320 0.409 -3.906
H 2.805 1.117 -1.612
H -0.440 5.040 0.791
H -0.443 3.668 -0.388
H -1.653 3.808 0.896
H 0.153 4.558 3.247
H -1.229 3.451 3.158
H 0.351 2.836 3.754
H 1.881 5.356 0.947
H 3.253 4.459 0.260
H 1.677 4.374 -0.537
H 2.566 4.106 3.210
H 2.473 2.300 3.181
H 3.749 3.150 2.250
O -3.490 -6.454 2.344
C -3.570 -5.675 1.530
Co -3.771 -4.553 0.075
C -2.860 -5.502 -1.110
O -2.361 -6.255 -1.830
C -5.392 -5.294 -0.078
O -6.440 -5.760 -0.265
C -2.395 -2.868 0.899
C -1.406 -2.113 0.469
C -0.193 -1.187 0.437
Co -2.901 -2.322 -0.785
C -2.094 -2.813 -2.311
O -1.657 -3.119 -3.337
C -3.488 -0.715 -1.242
O -4.037 0.258 -1.524
C -4.611 -3.092 -1.079
O -5.635 -2.852 -1.609
H -2.727 -3.039 1.922
H 0.268 -1.461 -0.513
H -0.737 -0.248 0.392

***

66
Properties=species:S:1:pos:R:3 method="wB97M-V/def2-TZVPD" homo_lumo_gap_ev=6.68 charge=-1
N 3.383 30.199 36.666
O 4.121 29.248 36.387
O 3.382 30.691 37.824
O 2.619 30.777 35.854
C 5.572 25.267 36.078
C 5.063 26.326 35.011
C 5.132 25.860 33.513
C 5.612 24.354 33.129
C 6.006 23.399 34.261
C 5.993 24.026 35.736
N 5.460 23.893 31.755
O 5.215 24.878 30.854
O 5.582 22.762 31.441
H 5.919 25.677 37.055
H 4.568 27.445 35.187
H 4.522 26.382 32.849
H 6.304 22.320 33.871
H 6.423 23.384 36.557
C 6.202 28.430 39.298
O 6.319 27.254 39.476
N 6.990 29.269 39.986
C 6.950 30.676 39.817
C 7.857 28.801 41.090
H 5.734 28.776 38.423
H 7.990 31.187 39.440
H 6.335 31.240 40.662
H 6.385 30.670 38.893
H 8.884 29.148 41.110
H 7.934 27.713 41.186
H 7.387 29.351 41.780
C 5.669 35.026 36.050
O 6.126 36.127 35.452
N 4.738 34.958 37.057
C 4.410 33.675 37.551
C 4.064 36.235 37.630
H 6.061 34.138 35.774
H 4.571 32.881 36.672
H 3.380 33.519 38.040
H 5.046 33.431 38.352
H 3.080 35.988 37.904
H 4.141 37.176 37.031
H 4.438 36.433 38.644
C 1.655 27.829 39.240
O 0.848 27.909 40.167
N 1.713 26.622 38.596
C 2.648 26.362 37.508
C 0.582 25.641 38.705
H 2.475 28.554 38.931
H 3.488 26.248 37.927
H 2.746 27.094 36.499
H 2.255 25.292 37.083
H 0.093 25.430 37.581
H -0.194 26.021 39.292
H 1.094 24.725 38.924
C 1.732 28.475 32.264
O 0.836 27.837 31.691
N 2.993 28.621 31.854
C 4.029 29.363 32.499
C 3.390 28.041 30.525
H 1.488 29.231 33.053
H 3.950 30.371 32.233
H 5.040 29.173 32.160
H 4.095 29.255 33.587
H 2.859 27.023 30.251
H 4.302 27.786 30.467
H 3.398 28.584 29.733

***

22
Properties=species:S:1:pos:R:3 method="wB97M-V/def2-TZVPD" homo_lumo_gap_ev=7.92
C 0.827 0.248 1.551
C 0.430 1.681 0.995
C 1.161 1.823 -0.321
N -0.996 1.819 0.744
H 0.368 0.066 2.535
H 0.451 -0.543 0.859
H 1.931 0.204 1.625
H 0.790 2.418 1.720
H 0.709 1.160 -1.052
H 2.231 1.536 -0.208
H 1.091 2.858 -0.705
H -1.560 1.739 1.598
H -1.267 2.671 0.203
H -1.258 0.753 -0.004
C 0.120 -2.577 -1.228
C -1.353 -2.212 -1.168
S -1.548 -0.419 -1.014
H 0.592 -2.131 -0.335
H 0.651 -2.212 -2.110
H 0.306 -3.655 -1.240
H -1.855 -2.719 -0.337
H -1.821 -2.510 -2.107